[1]
C3H2F4O3 | wB97M-V/def2-TZVPD

- Relative energy (zero: lowest compared OMol25 entry of this formula, charge and spin): 0.0 kcal/mol
- Multiplicity: 1
- Orbital gap: 11.72 eV

Atoms and positions in Å:
C (-0.0635, -0.3206, -0.4572)
C (0.9328, 0.3850, 0.3433)
C (-1.5861, -0.2770, -0.3385)
O (0.6805, -0.9567, 0.5449)
O (2.0857, 0.7466, -0.2679)
O (0.6378, 1.2354, 1.3085)
F (0.3024, -0.5706, -1.7362)
F (-2.0902, -0.5028, -1.5179)
F (-2.0199, -1.2950, 0.4681)
F (-2.0867, 0.8104, 0.1685)
H (2.3558, -0.0951, -0.6751)
H (0.8513, 0.8403, 2.1594)



[2]
C2H7N2O | wB97M-V/def2-TZVPD

- Relative energy (zero: lowest compared OMol25 entry of this formula, charge and spin): 45.5 kcal/mol
- Charge: +1
- Multiplicity: 1
- Orbital gap: 12.50 eV

Atoms and positions in Å:
C (-0.2003, -0.0482, -0.0291)
C (-1.5433, -0.6835, -0.0205)
N (1.9007, -0.0419, -0.0035)
N (-0.1021, 1.2486, -0.0361)
O (0.7787, -0.8603, -0.0164)
H (-2.3051, -0.0373, -0.4454)
H (-1.8287, -0.9177, 1.0071)
H (-1.5139, -1.6284, -0.5600)
H (2.5386, -0.3740, -0.7291)
H (-0.9337, 1.8262, 0.0021)
H (0.8179, 1.6864, -0.0551)
H (2.3911, -0.1698, 0.8859)



[3]
C24H44LiN2O16 | wB97M-V/def2-TZVPD

- Relative energy (zero: lowest compared OMol25 entry of this formula, charge and spin): 19.0 kcal/mol
- Charge: +1
- Multiplicity: 1
- Orbital gap: 8.27 eV

Atoms and positions in Å:
C (5.6279, -3.9145, 1.8798)
C (4.4859, -3.4985, 0.9688)
N (4.0219, -2.0115, 1.1628)
C (3.6759, -1.7085, 2.6388)
C (5.1049, -1.0685, 0.8678)
C (5.7199, -1.1395, -0.5652)
C (2.8839, -1.6405, 0.3458)
C (1.6059, -2.4705, 0.3738)
O (0.5859, -1.7795, -0.2732)
C (-0.3711, -2.5875, -0.5742)
H (5.6549, -3.8625, 2.9968)
H (6.5259, -3.6285, 1.4568)
H (5.6209, -4.9235, 1.6728)
H (3.7109, -4.1105, 1.3288)
H (4.3969, -3.8155, -0.1342)
H (3.3419, -0.6185, 2.6778)
H (4.5869, -1.8765, 3.2358)
H (3.0319, -2.0385, 3.1328)
H (6.0409, -1.0935, 1.6368)
H (4.7569, -0.0795, 0.8518)
H (5.0529, -0.9165, -1.5522)
H (5.8279, -2.1895, -0.5962)
H (6.5789, -0.4595, -0.6252)
H (3.1639, -1.6695, -0.7512)
H (2.4989, -0.6485, 0.4608)
H (1.4249, -2.6765, 1.4518)
H (1.6559, -3.2765, -0.2552)
H (-1.1121, -2.0875, -1.2152)
H (-0.8161, -2.9595, 0.4408)
H (-0.1411, -3.4435, -1.1012)
Li (0.1019, 0.6735, -1.0362)
N (2.0319, 0.7165, -2.5032)
O (2.0939, 1.3505, -1.4672)
O (3.0489, 0.1045, -2.9302)
O (0.8859, 0.1665, -2.7432)
C (-3.8021, -1.0375, 3.1468)
C (-4.0691, -1.2375, 1.7218)
C (-5.0801, -0.4075, 1.0678)
O (-4.2301, 0.3195, 0.2048)
C (-2.9781, -0.0135, 0.2158)
O (-2.1381, 0.5945, -0.5102)
O (-2.7641, -0.9925, 1.0468)
H (-2.8791, -1.3295, 3.4278)
H (-4.6161, -1.2535, 3.8778)
H (-3.6791, -0.0945, 3.3238)
H (-4.3651, -2.2395, 1.6818)
H (-5.2231, 0.2075, 1.8278)
H (-5.7981, -0.8235, 0.6128)
C (-2.8411, 5.5205, -3.8682)
C (-1.3001, 5.3095, -3.5682)
C (-0.7711, 5.9745, -2.2252)
O (-0.3441, 4.9365, -1.4172)
C (-0.4701, 3.8205, -1.9702)
O (-0.2881, 2.7145, -1.4802)
O (-0.9981, 3.9725, -3.2192)
H (-2.8141, 6.4275, -4.2282)
H (-3.4121, 5.1785, -2.9552)
H (-3.1931, 4.7915, -4.7682)
H (-0.5931, 5.3645, -4.3872)
H (-1.7031, 6.4305, -1.6952)
H (-0.0591, 6.5035, -2.6482)
C (-4.1381, 1.6715, -3.5032)
C (-3.7971, 0.4035, -4.2492)
C (-2.5481, -0.2545, -3.7512)
O (-3.0991, -1.5145, -3.1342)
C (-4.4141, -1.5325, -3.2322)
O (-5.1681, -2.3905, -2.8492)
O (-4.8301, -0.5635, -3.9512)
H (-3.5321, 2.3675, -3.8002)
H (-4.3161, 1.1955, -2.4032)
H (-5.0921, 1.9555, -3.7542)
H (-3.9151, 0.5375, -5.3682)
H (-1.8491, 0.2815, -2.9742)
H (-1.9411, -0.5745, -4.6752)
C (1.2899, -0.5405, 5.1658)
C (0.1109, -0.1945, 4.2338)
C (-0.3281, 1.2965, 4.3118)
O (-0.2371, 1.7705, 2.9378)
C (0.2989, 0.9225, 2.2358)
O (0.6269, 1.1065, 1.0658)
O (0.5839, -0.1205, 2.8328)
H (2.1459, 0.1235, 5.2078)
H (1.6339, -1.5165, 5.2718)
H (1.1119, -0.4305, 6.2088)
H (-0.5801, -0.9465, 4.3348)
H (0.4359, 1.9785, 4.7138)
H (-1.3491, 1.5115, 4.6518)



| no. | HOMO energy (eV) | total energy (hartree) |
| --- | --- | --- |
| 1 | -11.191 | -740.67170 |
| 2 | -16.154 | -264.85862 |
| 3 | -10.417 | -2261.12651 |